# 1
Formula: C20H32N4O6S2SbSe4Ti
Source: the Open Molecules 2025 dataset
Level of theory: the ωB97M-V functional and the def2-TZVPD basis

Element x y z (Å)
Ti (0.570, -0.504, 0.193)
O (-1.251, 2.964, -1.989)
C (-1.527, 1.674, -1.951)
O (-1.296, 0.867, -2.814)
C (-2.237, 1.297, -0.675)
C (-3.470, 1.865, -0.394)
C (-4.138, 1.483, 0.757)
C (-3.530, 0.581, 1.611)
C (-2.276, 0.103, 1.276)
N (-1.649, 0.420, 0.140)
C (-1.485, -0.750, 2.245)
O (-2.068, -1.352, 3.136)
O (-0.220, -0.739, 2.031)
H (-0.552, 3.124, -2.685)
H (-3.879, 2.601, -1.072)
H (-5.106, 1.905, 0.995)
H (-3.974, 0.257, 2.541)
C (-0.165, -4.305, 3.593)
C (0.056, -4.262, 2.084)
C (-1.276, -4.344, 1.344)
S (-1.334, -3.540, -0.274)
O (-0.537, -2.289, -0.092)
C (-0.272, -4.569, -1.316)
C (1.227, -4.420, -1.073)
C (2.017, -4.707, -2.346)
H (0.788, -4.265, 4.121)
H (-0.679, -5.221, 3.897)
H (-0.765, -3.449, 3.904)
H (0.709, -5.078, 1.774)
H (0.552, -3.325, 1.821)
H (-2.040, -3.799, 1.905)
H (-1.634, -5.366, 1.191)
H (-0.517, -4.202, -2.315)
H (-0.634, -5.597, -1.233)
H (1.546, -5.090, -0.275)
H (1.434, -3.401, -0.739)
H (1.819, -5.713, -2.727)
H (3.088, -4.621, -2.164)
H (1.754, -3.989, -3.127)
Se (1.458, 2.955, -3.812)
Sb (2.632, 3.624, -1.810)
Se (1.314, 1.660, 0.141)
Se (4.861, 2.757, -1.669)
Se (1.972, 5.610, -0.703)
C (3.163, -1.247, 2.766)
C (3.322, -1.124, 1.260)
C (4.337, -2.101, 0.695)
O (2.071, -1.368, 0.646)
H (4.109, -1.034, 3.267)
H (2.844, -2.259, 3.028)
H (2.408, -0.546, 3.122)
H (3.618, -0.095, 1.015)
H (4.040, -3.127, 0.928)
H (5.324, -1.917, 1.124)
H (4.404, -1.991, -0.388)
C (-0.021, -3.106, -6.010)
C (-0.722, -2.238, -4.970)
C (0.198, -1.659, -3.948)
N (-0.072, -1.624, -2.698)
N (0.878, -0.962, -1.958)
C (1.904, -0.555, -2.683)
N (3.028, -0.025, -2.193)
S (1.705, -0.895, -4.365)
H (-0.741, -3.511, -6.721)
H (0.501, -3.941, -5.539)
H (0.714, -2.531, -6.576)
H (-1.479, -2.806, -4.427)
H (-1.244, -1.410, -5.459)
H (2.954, 0.343, -1.245)
H (3.582, 0.583, -2.787)

## Properties
HOMO-LUMO gap   6.4 eV
HOMO energy   -0.1703 hartree
LUMO level   1.8 eV
Relative energy (zero: lowest compared OMol25 entry of this formula, charge and spin)   0.00 kJ/mol
E   -12943.91733 hartree
Net charge   -1

***

# 2
Formula: C4H9ClS
Source: the Open Molecules 2025 dataset
Level of theory: the ωB97M-V functional and the def2-TZVPD basis

Element x y z (Å)
C (0.995, -1.784, 0.283)
S (-0.740, -1.794, -0.144)
C (-1.213, -0.023, 0.025)
C (-0.905, 0.783, -1.247)
C (-0.664, 0.668, 1.239)
Cl (-3.024, 0.016, 0.009)
H (1.212, -2.256, 1.234)
H (1.236, -0.768, 0.066)
H (1.430, -2.426, -0.474)
H (-1.638, 0.513, -2.011)
H (0.167, 0.849, -1.632)
H (-1.121, 1.829, -0.942)
H (-0.807, 0.054, 2.038)
H (-0.963, 1.722, 1.183)
H (0.446, 0.907, 1.231)

## Properties
HOMO-LUMO gap   9.6 eV
HOMO energy   -0.3210 hartree
LUMO level   0.8 eV
SMILES string   CSC(C)(C)Cl
Relative energy (zero: lowest compared OMol25 entry of this formula, charge and spin)   96.68 kJ/mol
E   -1016.15152 hartree

***

# 3
Formula: C2H5Br3NO
Source: the Open Molecules 2025 dataset
Level of theory: the ωB97M-V functional and the def2-TZVPD basis

Element x y z (Å)
C (1.198, 0.909, -1.195)
C (0.487, -0.379, -1.351)
N (-1.386, -0.411, 1.690)
O (-0.214, -0.981, -0.591)
Br (-0.039, 2.115, -0.253)
Br (1.222, -1.343, -2.868)
Br (2.762, 0.364, -0.058)
H (1.507, 1.409, -2.197)
H (-1.108, 0.430, 2.142)
H (-0.673, -0.618, 0.818)
H (-1.377, -1.191, 2.384)
H (-2.378, -0.304, 1.478)

## Properties
HOMO-LUMO gap   9.6 eV
HOMO energy   -0.5258 hartree
LUMO level   -4.7 eV
Relative energy (zero: lowest compared OMol25 entry of this formula, charge and spin)   4.18 kJ/mol
E   -7930.98011 hartree
Net charge   +1

***

# 4
Formula: C36H37N2P2SSeSm
Source: the Open Molecules 2025 dataset
Level of theory: the ωB97M-V functional and the def2-TZVPD basis

Element x y z (Å)
Sm (-0.020, 0.097, 0.130)
C (1.806, 2.175, 2.859)
C (0.924, 0.972, 2.673)
C (-0.467, 1.057, 2.843)
C (-1.265, -0.088, 2.848)
C (-0.689, -1.344, 2.669)
C (0.687, -1.443, 2.479)
C (1.483, -0.294, 2.467)
H (2.147, 2.201, 3.897)
H (1.272, 3.099, 2.663)
H (2.693, 2.133, 2.227)
H (-0.904, 2.014, 3.083)
H (-2.322, -0.007, 3.063)
H (-1.294, -2.237, 2.739)
H (1.152, -2.417, 2.418)
H (2.560, -0.393, 2.427)
C (0.445, -1.920, -7.242)
S (1.756, -0.687, -7.067)
C (0.758, 0.829, -6.899)
C (0.829, 1.479, -5.516)
C (0.391, 0.517, -4.422)
N (0.509, 1.091, -3.033)
P (1.745, 0.518, -2.028)
C (3.252, 0.612, -3.003)
C (3.837, 1.875, -3.128)
C (4.933, 2.048, -3.955)
C (5.448, 0.961, -4.656)
C (4.871, -0.295, -4.528)
C (3.771, -0.476, -3.700)
C (1.502, -1.288, -1.711)
C (2.302, -1.803, -0.673)
C (2.290, -3.160, -0.382)
C (1.445, -4.007, -1.091)
C (0.628, -3.501, -2.095)
C (0.660, -2.149, -2.410)
P (-1.085, 1.372, -2.336)
C (-1.719, 2.657, -3.451)
C (-1.049, 3.858, -3.685)
C (-1.591, 4.784, -4.559)
C (-2.801, 4.517, -5.199)
C (-3.468, 3.327, -4.967)
C (-2.929, 2.393, -4.088)
C (-0.705, 2.452, -0.851)
C (-1.815, 2.593, 0.001)
C (-1.839, 3.587, 0.971)
C (-0.739, 4.417, 1.136)
C (0.388, 4.250, 0.337)
C (0.407, 3.276, -0.652)
H (0.935, -2.884, -7.370)
H (-0.158, -1.714, -8.124)
H (-0.191, -1.958, -6.355)
H (-0.274, 0.572, -7.152)
H (1.113, 1.533, -7.649)
H (0.192, 2.365, -5.513)
H (1.854, 1.805, -5.315)
H (1.014, -0.372, -4.499)
H (-0.645, 0.199, -4.593)
H (3.431, 2.725, -2.587)
H (5.388, 3.027, -4.053)
H (6.303, 1.097, -5.308)
H (5.269, -1.137, -5.082)
H (3.318, -1.457, -3.618)
H (3.012, -1.149, -0.175)
H (2.951, -3.560, 0.379)
H (1.431, -5.067, -0.863)
H (-0.038, -4.159, -2.642)
H (0.017, -1.775, -3.195)
H (-0.095, 4.060, -3.210)
H (-1.071, 5.715, -4.748)
H (-3.223, 5.247, -5.880)
H (-4.406, 3.119, -5.469)
H (-3.444, 1.455, -3.904)
H (-2.699, 1.988, -0.176)
H (-2.728, 3.731, 1.575)
H (-0.763, 5.205, 1.882)
H (1.243, 4.906, 0.461)
H (1.255, 3.212, -1.318)
Se (-3.145, -1.838, -2.814)
C (-2.271, -1.503, -1.363)
N (-1.658, -1.258, -0.367)

## Properties
HOMO-LUMO gap (spin up / spin down)   5.5 / 6.3 eV
HOMO energy (spin up / spin down)   -0.4610 / -0.4610 hartree
LUMO level (spin up / spin down)   -7.1 / -6.2 eV
2S+1   6
E   -5643.36410 hartree
Net charge   +2

***

# 5
Formula: C21H68N4O13
Source: the Open Molecules 2025 dataset
Level of theory: the ωB97M-V functional and the def2-TZVPD basis

Element x y z (Å)
C (2.721, -3.867, 1.608)
C (3.018, -2.553, 0.862)
O (3.275, -1.599, 1.792)
H (2.643, -4.750, 0.958)
H (1.826, -3.717, 2.248)
H (3.541, -4.211, 2.247)
H (2.129, -2.307, 0.262)
H (3.836, -2.691, 0.203)
H (3.595, -1.949, 2.624)
C (1.756, -1.718, -3.005)
C (3.223, -1.643, -3.234)
O (3.619, -2.109, -4.542)
H (1.390, -2.771, -3.190)
H (1.183, -1.075, -3.536)
H (1.626, -1.501, -1.948)
H (3.734, -2.155, -2.419)
H (3.627, -0.638, -3.227)
H (4.395, -2.628, -4.427)
C (2.380, 1.873, -3.233)
C (1.953, 1.697, -4.650)
O (0.754, 2.460, -4.943)
H (1.735, 1.303, -2.539)
H (2.426, 2.879, -3.023)
H (3.404, 1.559, -3.233)
H (1.665, 0.687, -4.873)
H (2.690, 1.994, -5.350)
H (0.265, 2.309, -5.780)
C (0.166, -4.697, -0.948)
C (-0.672, -3.465, -1.216)
O (-1.101, -3.418, -2.517)
H (-0.495, -5.556, -0.967)
H (0.488, -4.552, 0.065)
H (1.005, -4.758, -1.591)
H (-0.079, -2.642, -0.881)
H (-1.553, -3.565, -0.590)
H (-1.470, -4.293, -2.818)
C (0.926, 3.329, 4.812)
C (0.903, 1.969, 4.195)
O (2.076, 1.368, 4.512)
H (0.677, 3.353, 5.860)
H (0.195, 3.909, 4.283)
H (1.922, 3.788, 4.728)
H (0.730, 2.106, 3.126)
H (0.043, 1.487, 4.663)
H (1.970, 0.432, 4.598)
C (-2.255, 1.941, 3.769)
C (-2.177, 2.888, 2.644)
O (-2.758, 2.333, 1.464)
H (-1.874, 0.950, 3.573)
H (-3.301, 1.861, 4.044)
H (-1.857, 2.441, 4.658)
H (-1.182, 3.141, 2.425)
H (-2.631, 3.848, 2.882)
H (-3.703, 2.352, 1.485)
C (-0.906, -2.775, 2.265)
C (-0.389, -1.512, 3.019)
O (-0.640, -1.724, 4.403)
H (-1.987, -2.775, 2.304)
H (-0.422, -3.623, 2.648)
H (-0.671, -2.716, 1.251)
H (-0.907, -0.632, 2.669)
H (0.682, -1.363, 2.823)
H (-0.046, -1.175, 4.866)
C (-3.478, -0.638, 0.476)
C (-3.998, -1.917, -0.129)
O (-5.162, -1.539, -0.879)
H (-3.117, 0.086, -0.214)
H (-2.636, -0.952, 1.049)
H (-4.228, -0.221, 1.134)
H (-4.063, -2.593, 0.702)
H (-3.271, -2.324, -0.831)
H (-5.404, -2.246, -1.455)
C (-4.173, 2.150, -1.650)
O (-4.300, 3.529, -1.536)
N (-3.115, 1.721, -2.289)
N (-5.085, 1.339, -1.209)
H (-2.374, 2.397, -2.680)
H (-2.875, 0.697, -2.331)
H (-5.921, 1.848, -0.795)
H (-4.933, 0.401, -0.850)
C (3.283, 2.040, 1.733)
O (2.667, 3.272, 1.987)
N (2.659, 0.987, 1.203)
N (4.555, 1.858, 1.860)
H (1.656, 1.011, 1.058)
H (3.066, 0.013, 1.156)
H (4.889, 2.677, 2.374)
H (5.147, 1.085, 1.805)
C (0.276, 4.011, -1.029)
O (1.610, 3.710, -0.881)
H (-0.200, 3.081, -1.095)
H (0.031, 4.653, -1.901)
H (-0.151, 4.544, -0.220)
H (1.746, 3.371, 0.024)
C (-1.384, -0.224, -3.923)
O (-1.893, -0.755, -2.713)
H (-0.851, -1.004, -4.517)
H (-0.713, 0.591, -3.844)
H (-2.138, 0.204, -4.549)
H (-1.555, -1.698, -2.664)
C (-0.147, 0.457, -0.286)
O (-0.117, 1.222, 0.812)
H (-0.785, -0.362, -0.261)
H (0.812, 0.047, -0.616)
H (-0.401, 1.019, -1.215)
H (-1.064, 1.293, 1.051)

## Properties
HOMO-LUMO gap   8.1 eV
HOMO energy   -0.2991 hartree
LUMO level   -0.1 eV
Relative energy (zero: lowest compared OMol25 entry of this formula, charge and spin)   133.56 kJ/mol
E   -2037.82688 hartree

***

# 6
Formula: C4H8NO3P
Source: the Open Molecules 2025 dataset
Level of theory: the ωB97M-V functional and the def2-TZVPD basis

Element x y z (Å)
C (2.988, -1.857, -3.201)
C (-1.092, 0.689, 0.235)
C (-1.462, 1.571, 2.502)
C (0.516, 2.094, 1.434)
N (-0.659, 1.453, 1.399)
O (3.968, -1.858, -2.588)
O (1.916, -1.792, -3.643)
O (-0.298, -3.086, -0.745)
P (-0.320, -1.657, -1.595)
H (-2.132, 0.224, 0.226)
H (-0.856, 1.300, -0.639)
H (-2.209, 0.833, 2.728)
H (-1.203, 2.300, 3.230)
H (0.821, 2.593, 2.366)
H (1.029, 2.069, 0.536)
H (0.582, -3.560, -0.950)
H (-1.587, -1.316, -1.295)

## Properties
HOMO-LUMO gap (spin up / spin down)   7.0 / 6.2 eV
HOMO energy (spin up / spin down)   -0.2672 / -0.2443 hartree
LUMO level (spin up / spin down)   -0.3 / -0.5 eV
Relative energy (zero: lowest compared OMol25 entry of this formula, charge and spin)   541.17 kJ/mol
E   -778.85191 hartree

***

# 7
Formula: C27H49F2MnNO2Si2
Source: the Open Molecules 2025 dataset
Level of theory: the ωB97M-V functional and the def2-TZVPD basis

Element x y z (Å)
O (0.985, 0.996, -1.187)
O (-0.427, -1.371, -4.109)
C (0.457, 2.306, -1.432)
C (1.289, 3.495, -0.993)
H (-0.506, 2.293, -0.908)
H (0.235, 2.383, -2.514)
H (1.467, 3.514, 0.085)
H (0.732, 4.403, -1.237)
H (2.240, 3.518, -1.535)
C (2.445, 0.889, -1.200)
C (2.992, 0.728, -2.599)
H (2.668, -0.005, -0.590)
H (2.881, 1.783, -0.701)
H (2.371, 0.064, -3.204)
H (3.994, 0.294, -2.544)
H (3.091, 1.699, -3.080)
C (-0.188, -2.761, -4.397)
C (-0.548, -0.540, -5.277)
C (1.285, -3.120, -4.356)
H (-0.605, -3.009, -5.390)
H (-0.739, -3.322, -3.628)
H (1.842, -2.619, -5.150)
H (1.386, -4.193, -4.526)
H (1.734, -2.869, -3.390)
C (0.628, -0.642, -6.251)
H (-0.636, 0.492, -4.906)
H (-1.491, -0.797, -5.802)
H (1.602, -0.499, -5.755)
H (0.528, 0.139, -7.021)
H (0.617, -1.625, -6.748)
H (-0.785, -0.494, -1.943)
Mn (0.782, 0.254, 1.776)
C (-1.493, -1.136, -1.405)
Si (-3.201, -1.184, -2.183)
H (-1.017, -2.119, -1.329)
H (-1.568, -0.720, -0.392)
C (-3.778, 0.414, -3.017)
C (-4.490, -1.613, -0.890)
C (-3.685, -2.534, -3.412)
C (-0.591, 1.688, 1.883)
Si (-1.377, 1.624, 3.604)
H (-1.289, 1.534, 1.058)
H (-0.022, 2.619, 1.703)
C (-3.096, 0.905, 3.479)
C (-1.634, 3.416, 4.069)
C (-0.308, 0.841, 4.919)
H (-4.721, -2.284, -3.698)
H (-3.701, -3.513, -2.910)
H (-3.084, -2.578, -4.329)
H (-3.912, 1.210, -2.262)
H (-4.758, 0.167, -3.460)
H (-3.104, 0.737, -3.829)
H (-4.315, -1.091, 0.058)
H (-4.495, -2.698, -0.732)
H (-5.464, -1.312, -1.301)
H (-1.961, 3.977, 3.183)
H (-0.706, 3.856, 4.450)
H (-2.415, 3.462, 4.839)
H (0.689, 1.304, 4.975)
H (-0.146, -0.234, 4.781)
H (-0.794, 0.984, 5.895)
H (-3.604, 1.109, 4.431)
H (-3.110, -0.174, 3.288)
H (-3.648, 1.408, 2.674)
F (-0.154, -4.614, 3.742)
C (0.524, -3.410, 3.790)
C (0.292, -2.485, 2.780)
C (1.119, -1.374, 2.786)
C (2.167, -1.145, 3.716)
C (2.259, -2.086, 4.754)
F (3.161, -1.879, 5.773)
C (1.445, -3.213, 4.811)
C (2.888, 0.135, 3.634)
C (3.859, 0.596, 4.518)
C (4.440, 1.853, 4.356)
C (3.935, 2.718, 3.382)
C (2.900, 2.271, 2.569)
N (2.445, 0.983, 2.645)
H (-0.480, -2.644, 2.024)
H (1.562, -3.915, 5.628)
H (4.140, -0.036, 5.348)
H (5.275, 2.157, 4.992)
H (4.316, 3.738, 3.272)
H (2.376, 2.901, 1.850)

## Properties
HOMO-LUMO gap (spin up / spin down)   7.0 / 7.5 eV
HOMO energy (spin up / spin down)   -0.2616 / -0.2911 hartree
LUMO level (spin up / spin down)   -0.2 / -0.4 eV
2S+1   6
Relative energy (zero: lowest compared OMol25 entry of this formula, charge and spin)   47.01 kJ/mol
E   -3193.09705 hartree